A cluster of 14 separate species, C42H119N7O14 in total, computed with ωB97M-V/def2-TZVPD.

Results
**Kohn-Sham gap**: 9.42 eV
**Relative energy (zero: lowest compared OMol25 entry of this formula, charge and spin)**: 2.707 eV
**Maximum force**: 2.4 eV Å⁻¹
**Electronic energy**: -84573.2736 eV

Geometry as XYZ:
```
182
Properties=species:S:1:pos:R:3:forces:R:3
C 2.147708 -6.415560 -5.899184 -0.198 0.375 0.431
C 1.333712 -5.535645 -4.913441 0.640 -0.124 -1.049
C 2.045070 -4.269710 -4.454365 0.953 0.246 0.708
O 3.270946 -4.474584 -3.726664 -0.879 -0.789 -0.032
C 3.044336 -5.203988 -2.531130 -0.233 0.271 0.345
N 0.026892 -5.164207 -5.466898 -0.660 -0.309 -1.132
H 2.310685 -5.932663 -6.864796 -0.271 0.158 -0.001
H 1.558450 -7.322583 -6.040767 0.242 -0.146 -0.205
H 3.145987 -6.672775 -5.544383 -0.122 -0.074 0.319
H 1.055551 -6.159480 -4.064050 0.330 0.083 0.228
H 1.357303 -3.700091 -3.818330 -0.107 0.079 -0.023
H 2.410371 -3.622881 -5.252347 -0.569 -0.169 -0.455
H 2.308660 -4.700838 -1.889736 0.188 0.324 0.064
H 3.997594 -5.277409 -2.014050 -0.022 -0.054 0.034
H 2.606480 -6.196692 -2.665391 0.392 -0.155 -0.368
H 0.036832 -4.537365 -6.272226 0.686 0.566 0.486
H -0.318050 -5.982682 -5.972840 -0.233 -0.232 0.648
C -3.560464 -2.579732 4.099732 -1.469 0.576 1.144
C -3.820904 -1.572163 2.950314 0.693 -1.477 1.274
C -3.967774 -0.139208 3.479123 1.384 -0.416 -0.628
O -5.241858 0.161145 3.952545 0.003 0.395 -0.081
C -6.090948 0.712367 2.971129 -0.804 -0.365 -0.252
N -2.646272 -1.662025 2.053996 -1.605 0.693 -0.473
H -3.809351 -3.632475 3.944789 0.484 0.005 -0.829
H -4.277500 -2.371493 4.909088 0.264 0.318 0.128
H -2.553621 -2.459683 4.499282 0.058 -0.082 -0.024
H -4.789513 -1.868450 2.536388 0.230 0.139 -0.740
H -3.594684 0.487087 2.655877 -0.609 0.411 -0.053
H -3.228700 0.029993 4.269869 -0.222 -0.122 0.280
H -7.088096 0.752965 3.409368 0.045 0.128 0.100
H -6.187473 0.069009 2.088515 0.220 -0.088 -0.030
H -5.826490 1.709722 2.610081 0.373 0.032 0.245
H -1.908046 -1.139390 2.511515 0.431 -0.226 -0.372
H -2.392741 -2.634262 1.956535 0.293 -0.001 0.094
C 2.949509 -0.665694 -6.000111 0.207 0.010 -0.173
C 3.639397 0.635105 -5.593192 -2.351 -0.141 -0.376
C 3.295108 1.672243 -6.673945 1.433 0.105 -0.006
O 4.129505 2.820369 -6.493922 -0.474 0.793 -0.048
C 5.400771 2.716533 -7.094162 -0.452 -0.937 -0.769
N 3.168020 1.095095 -4.282063 1.574 0.402 -0.060
H 2.921244 -1.403715 -5.199212 0.304 -0.037 -0.027
H 3.448248 -1.045881 -6.894184 0.029 -0.356 0.168
H 1.910916 -0.500395 -6.303068 -0.028 0.253 0.138
H 4.723602 0.540173 -5.574765 0.026 -0.214 0.229
H 2.265645 2.020259 -6.625290 -0.095 -0.106 0.205
H 3.473225 1.230396 -7.661657 -0.019 0.124 -0.147
H 5.940947 3.657222 -7.170422 -0.211 0.158 0.772
H 5.271857 2.426552 -8.147583 0.072 -0.261 0.065
H 5.955849 1.929554 -6.576245 0.512 0.257 -0.168
H 2.170486 1.158876 -4.139206 -0.133 -0.140 -0.596
H 3.560682 2.034728 -4.263033 -0.398 0.128 0.710
C 4.480938 0.108642 0.109779 -0.054 -0.563 -0.032
C 4.100337 -1.228619 -0.590845 0.304 1.546 0.955
C 4.526962 -1.145593 -2.062776 -0.929 0.148 0.696
O 5.942699 -1.149455 -2.157697 -0.130 -0.707 -0.314
C 6.334660 -1.639360 -3.419636 0.236 0.173 -0.635
N 4.693789 -2.321227 0.202470 0.151 -0.523 -1.283
H 4.246127 0.029783 1.171802 0.027 -0.025 0.015
H 3.909390 0.945962 -0.296408 0.143 0.045 -0.167
H 5.552170 0.284066 0.011761 -0.016 0.154 -0.026
H 3.014707 -1.239361 -0.495136 -0.099 -0.473 -0.425
H 4.134403 -0.214920 -2.478353 0.010 0.032 -0.106
H 4.041599 -1.953270 -2.624296 0.423 -0.300 -0.094
H 5.907827 -1.050472 -4.240166 -0.131 0.188 0.085
H 6.028924 -2.671302 -3.617212 -0.096 -0.117 0.350
H 7.415383 -1.575706 -3.537487 0.053 0.031 0.347
H 5.508655 -2.576760 -0.361381 0.302 0.037 0.565
H 4.123182 -3.162379 0.121480 -0.256 0.191 0.138
C -3.564644 3.659676 0.547704 -0.705 -0.089 0.691
C -4.029976 3.405002 -0.899761 0.221 -0.251 1.416
C -5.546285 3.608986 -0.960793 0.246 0.240 -2.064
O -6.204013 2.772012 -0.061251 0.187 -0.175 0.589
C -7.575133 3.012252 0.049708 -0.656 1.036 0.619
N -3.317329 4.325401 -1.785553 -0.439 0.166 -0.150
H -3.978791 4.644172 0.793856 0.140 0.040 0.212
H -2.501495 3.693543 0.792859 0.191 -0.067 -0.783
H -3.978154 2.968977 1.289276 -0.243 -0.074 -0.273
H -3.870696 2.375492 -1.234253 0.344 -0.009 0.134
H -5.869156 3.366135 -1.986270 0.040 -0.247 -0.021
H -5.798161 4.681443 -0.934465 -0.057 0.027 0.974
H -8.125943 2.958741 -0.892836 0.133 -0.341 -0.117
H -7.777121 4.012532 0.463066 0.261 0.209 -0.273
H -8.024917 2.385215 0.819114 0.262 -0.599 -0.333
H -2.350935 4.348936 -1.470181 0.158 -0.211 -0.360
H -3.660094 5.261789 -1.574801 -0.017 0.001 -0.229
C 3.602466 4.976080 7.043725 -0.986 -0.707 0.709
C 2.806026 6.181152 6.578663 -0.397 0.270 -0.299
C 2.225652 6.102330 5.153545 0.485 -0.159 -0.342
O 1.152370 5.181049 5.139159 -0.459 0.061 -0.002
C 0.694159 4.937000 3.802712 0.307 0.133 1.194
N 1.702617 6.409759 7.528823 -0.257 0.364 -0.127
H 4.557056 4.799163 6.556062 -0.001 0.138 -0.060
H 2.985674 4.072904 7.013409 0.118 -0.047 -0.586
H 3.688579 5.077112 8.127940 0.637 0.299 -0.086
H 3.498069 7.024913 6.638857 -0.215 0.211 -0.163
H 2.985109 5.813518 4.411418 0.149 -0.290 0.166
H 1.871943 7.069917 4.774357 -0.093 0.227 0.411
H 1.555505 4.425488 3.367167 -0.499 0.106 -1.021
H 0.363060 5.872443 3.340860 0.581 0.035 -0.342
H -0.211316 4.332176 3.831915 0.281 -0.387 0.222
H 0.898527 5.884113 7.192397 0.159 -0.330 0.175
H 1.368790 7.365383 7.425111 0.264 0.081 0.148
C 0.388710 -0.752986 -1.717558 1.101 -0.057 -0.882
C -0.308568 -0.513889 -0.407913 -1.479 -1.390 0.805
C 0.628262 -0.486602 0.785614 0.176 1.849 -0.540
O -0.082761 -0.182605 1.969463 -0.535 -0.183 0.207
C 0.710976 0.384777 2.995931 -0.022 -0.820 0.291
N -1.183068 0.652248 -0.545895 0.738 0.925 0.060
H 0.846686 -1.727357 -1.915752 -0.494 -0.349 0.587
H 1.277243 -0.120708 -1.849228 -0.313 0.515 0.113
H -0.286242 -0.566097 -2.554677 -0.038 0.076 0.044
H -1.003353 -1.332872 -0.161548 0.281 -0.440 -0.372
H 1.307848 0.366271 0.632262 0.430 -0.307 -0.132
H 1.175951 -1.429082 0.856032 0.070 0.030 0.026
H 1.699933 -0.081865 2.967518 0.193 0.386 0.063
H 0.264193 0.094233 3.949977 -0.093 0.081 -0.020
H 0.750851 1.475618 2.969609 0.166 0.003 -0.327
H -1.892476 0.421114 -1.233462 -0.043 0.035 0.017
H -1.687175 0.841633 0.313710 0.101 -0.200 0.102
C 2.131740 4.342078 -2.375589 0.204 0.735 0.161
C 1.336804 3.067507 -2.182522 1.048 -0.930 0.838
O 0.152740 3.252178 -1.423917 0.270 0.374 -0.452
H 2.231582 4.904433 -1.442279 -0.574 -0.166 0.167
H 1.720806 5.035386 -3.109889 -0.135 -0.136 -0.071
H 3.192914 4.208753 -2.602089 -0.186 -0.595 -0.489
H 1.974651 2.364493 -1.624494 0.206 0.212 0.240
H 1.171452 2.454723 -3.074112 -0.458 0.740 -0.510
H -0.037210 2.369131 -1.079352 -0.788 -0.233 0.224
C -5.495852 -0.609534 -2.649746 0.155 0.757 0.586
C -5.454411 -0.982580 -1.163876 0.293 -0.173 -1.370
O -4.070518 -1.021139 -0.823429 -0.308 -0.074 0.364
H -5.000108 0.361904 -2.731065 -0.107 0.057 -0.206
H -6.517086 -0.484819 -3.008639 -0.003 -0.143 -0.049
H -4.934516 -1.293240 -3.284447 -0.142 -0.267 0.125
H -5.922262 -1.965663 -1.057524 -0.013 -0.014 0.395
H -5.990989 -0.221777 -0.592994 -0.037 -0.066 0.167
H -3.984117 -1.354878 0.079861 0.371 0.155 0.057
C 0.574363 2.129210 7.072379 0.228 -1.085 -0.121
C 0.548549 1.532684 8.476754 -0.939 0.525 0.309
O -0.654848 0.791590 8.649920 0.068 -0.555 -0.311
H -0.434906 2.394054 6.759026 0.026 0.481 0.296
H 0.833780 1.301862 6.398554 0.260 0.196 -0.152
H 1.286296 2.938742 6.939227 -0.120 0.059 -0.047
H 0.445903 2.306904 9.243589 0.496 0.011 -0.129
H 1.395920 0.873755 8.699020 0.176 0.365 -0.094
H -0.594936 0.058117 8.022389 -0.271 -0.181 0.194
C -2.139042 -3.435154 -2.278530 -0.440 0.465 -0.092
C -2.449897 -4.760051 -2.931544 -0.195 -0.481 -0.105
O -1.292519 -5.588171 -3.009398 -0.274 0.146 -0.174
H -1.097914 -3.143661 -2.416050 0.002 -0.076 -0.128
H -2.349387 -3.453468 -1.208515 0.090 0.038 0.012
H -2.776896 -2.669537 -2.726233 0.074 0.187 0.247
H -2.889701 -4.654758 -3.932134 0.291 0.304 -0.077
H -3.255086 -5.262610 -2.385558 0.356 -0.248 0.212
H -0.856207 -5.257329 -3.823913 0.008 -0.338 0.188
C 0.699037 -4.941609 3.110239 -0.934 0.690 0.785
C 0.660888 -3.902776 1.995316 1.164 -0.489 0.424
O 1.381604 -4.426204 0.877473 -0.397 0.561 -0.364
H -0.042563 -5.711267 2.890442 0.071 -0.148 0.239
H 0.435636 -4.428895 4.043694 -0.443 -0.202 -0.022
H 1.647280 -5.408787 3.368086 0.284 0.155 -0.752
H 1.151460 -2.979827 2.310813 0.340 -0.159 -0.090
H -0.356457 -3.574201 1.763527 -0.098 -0.397 -0.216
H 0.838112 -5.114628 0.478696 0.045 0.020 -0.054
C 1.716180 -2.433576 6.350660 0.322 -0.077 0.052
C 0.597051 -3.242813 6.960028 -1.407 -0.768 -0.404
O -0.480880 -2.370260 7.303832 0.300 1.408 0.350
H 2.565435 -2.996423 5.957800 -0.202 -0.537 0.301
H 2.127191 -1.817924 7.152457 -0.067 0.411 -0.280
H 1.398628 -1.854719 5.482830 -0.323 0.303 0.318
H 0.901914 -3.803873 7.850078 0.269 0.077 -0.131
H 0.078334 -3.933158 6.280910 0.999 -0.362 -0.258
H -1.292628 -2.845542 7.481967 0.077 -0.300 0.030
C -2.279887 1.534465 -4.152930 -0.103 0.146 1.010
C -3.326324 2.331241 -4.920707 0.739 -0.566 -0.572
O -4.381283 2.825144 -4.136043 -0.032 -0.298 0.026
H -1.508346 1.126461 -4.806299 0.039 0.117 -0.064
H -2.723185 0.704696 -3.592642 -0.222 -0.118 -0.311
H -1.821924 2.141033 -3.363227 0.248 0.160 -0.252
H -3.690111 1.651563 -5.695576 -0.647 0.143 0.123
H -2.825155 3.123247 -5.488061 0.012 0.261 0.177
H -3.988407 3.317163 -3.393255 0.114 0.264 -0.111
```
Forces are in eV/Å.